## a
16
Properties=species:S:1:pos:R:3 method="wB97M-V/def2-TZVPD" homo_ev=-3.95 spin_multiplicity=1 charge=-1
O 3.22699 0.18933 0.97363
O -2.67442 -0.60840 -0.19678
O 2.10924 -1.77185 0.64709
N 0.96607 0.21129 0.82185
C 2.24295 -0.54679 0.78060
C 0.11985 0.12651 -1.42203
C -0.13023 -0.30495 0.00423
C -1.41097 0.38856 0.47173
H -1.35888 1.46510 0.27190
H -0.21926 -1.38855 0.13052
H -1.73366 0.18444 1.48663
H 1.16604 -0.05863 -1.71448
H -0.00969 1.21401 -1.53841
H -2.53929 0.39155 -0.12744
H -0.53717 -0.35602 -2.14763
H 0.78243 0.86440 1.55857

=====

## b
16
Properties=species:S:1:pos:R:3 method="wB97M-V/def2-TZVPD" homo_ev=-3.55 spin_multiplicity=1 charge=-1
O -2.39507 0.30908 -0.39233
O 2.70513 -0.86213 -1.54465
O 2.50000 -1.18008 0.70852
N -0.11826 -1.05022 -1.22121
C 2.17275 -0.78813 -0.43190
C 0.63960 -0.13805 -0.39944
C -1.26635 1.06229 0.92463
C -0.04403 0.12999 0.98532
H -2.15987 0.37515 0.65929
H -1.61753 1.56025 1.86363
H -1.04904 1.96517 0.19093
H -0.16553 -0.86683 1.38674
H -1.13594 -0.77081 -1.37147
H 0.32136 -1.13990 -2.07396
H 0.79427 0.52136 1.50764
H 0.81852 0.87286 -0.79174

=====

## c
16
Properties=species:S:1:pos:R:3 method="wB97M-V/def2-TZVPD" homo_ev=-4.00 spin_multiplicity=1 charge=-1
O 1.81814 1.13879 0.28074
O 2.29652 3.36096 0.27773
O 1.09197 -2.22145 0.14261
N -0.76233 -0.95764 0.56746
C -0.85551 -2.79774 -1.06675
C 1.55886 2.35995 0.37456
C -0.05755 -1.96106 -0.10518
C 0.03332 2.68354 0.54819
H -1.54095 -2.18872 -1.66117
H -1.15218 -0.30023 -0.11247
H -0.18396 -3.34325 -1.71369
H -0.48501 1.93062 -0.03568
H -0.05283 -0.38511 1.04756
H -0.05670 3.75927 0.39577
H -1.47389 -3.50065 -0.52182
H -0.17789 2.42272 1.58214

=====

Q: Which of them is the most stable? A: c.

=====

## a
11
Properties=species:S:1:pos:R:3 method="wB97M-V/def2-TZVPD" homo_ev=-8.98 spin_multiplicity=1 smiles="C=C/C=C/P=O" charge=0
P -1.16318 1.26852 -2.18432
O -1.79983 2.63666 -2.31035
C 0.48859 -1.19655 1.53285
C 1.18570 -0.52000 0.60606
C -0.85130 0.39882 -0.50263
C 0.38356 -0.06594 -0.55806
H 0.81965 0.08435 -1.50879
H 0.96617 -1.39925 2.53575
H -0.62990 -1.16638 1.59237
H 2.26785 -0.53588 0.53161
H -1.66731 0.49564 0.26551

=====

## b
11
Properties=species:S:1:pos:R:3 method="wB97M-V/def2-TZVPD" homo_ev=-8.97 spin_multiplicity=1 charge=0
P -2.80547 0.09843 0.46540
O -3.60200 -0.52282 -0.56138
C 0.81901 0.17369 0.52818
C -0.04299 1.16607 0.43844
C -1.11893 0.35011 -0.25369
C -0.06518 -0.79957 -0.07862
H 0.09862 2.18608 0.63269
H -1.32725 0.41881 -1.40855
H 1.83520 0.13221 0.72088
H 0.44371 -1.13856 -1.13876
H -0.25249 -1.67931 0.62063

=====

## c
11
Properties=species:S:1:pos:R:3 method="wB97M-V/def2-TZVPD" homo_ev=-9.61 spin_multiplicity=1 charge=0
P 0.32388 2.25325 1.31493
O 1.51944 -0.84607 1.56316
C 0.44047 0.90392 0.37648
C 0.05406 -1.23724 -0.25016
C 0.80287 -0.43270 0.65953
C -0.60677 -0.01502 -0.93895
H -0.34303 0.23783 -1.92691
H -0.62954 2.90674 0.70908
H 0.58903 -1.72954 -1.09059
H -1.73110 0.05435 -0.70346
H -0.41930 -2.09552 0.28689

=====

## d
11
Properties=species:S:1:pos:R:3 method="wB97M-V/def2-TZVPD" homo_ev=-8.33 spin_multiplicity=1 charge=0
P -1.36112 -0.38764 0.26709
O -2.83673 -0.53887 0.00573
C 1.80730 -0.54035 0.48059
C 0.77413 -0.66717 -0.52255
C -1.12808 1.42399 -0.19241
C 1.65243 -1.70590 -0.09789
H -2.05447 1.74728 -0.11607
H -0.38083 1.87898 0.42313
H 2.59885 -0.04404 1.21116
H 1.90866 -2.74612 -0.16978
H -0.98014 1.57983 -1.28902

=====

Q: Which of them is the most stable? A: a.